No. 1
{
  "formula": "C48H63AsMgN4OP2SSe2Si2",
  "method": "ωB97M-V with the def2-TZVPD basis set",
  "largest_force_ev_per_a": 0.5,
  "e_homo_ev": [1.328, 1.318],
  "e_above_lowest_kcal_mol": 95.0,
  "charge": -2,
  "energy_ha": -11059.88348,
  "homo_lumo_gap_ev": [2.12, 2.13],
  "symbols": ["Mg", "Se", "P", "C", "C", "C", "C", "C", "C", "C", "C", "C", "C", "C", "C", "C", "C", "N", "N", "N", "P", "Se", "C", "C", "C", "C", "C", "C", "C", "C", "C", "C", "C", "C", "H", "H", "H", "H", "H", "H", "H", "H", "H", "H", "H", "H", "H", "H", "H", "H", "H", "H", "H", "H", "C", "C", "C", "C", "H", "H", "H", "H", "H", "H", "H", "H", "H", "S", "C", "C", "C", "C", "C", "C", "H", "H", "H", "H", "H", "O", "C", "C", "C", "C", "C", "C", "N", "H", "H", "H", "H", "H", "H", "H", "H", "H", "H", "H", "C", "Si", "C", "C", "As", "Si", "C", "C", "C", "H", "H", "H", "H", "H", "H", "H", "H", "H", "H", "H", "H", "H", "H", "H", "H", "H", "H"],
  "coordinates": [[2.22889, -0.15586, 0.39895], [-3.73860, 2.76400, -5.12994], [-3.44685, 3.18561, -3.08518], [-5.00700, 3.06333, -2.17512], [-5.83019, 4.12693, -1.82354], [-7.04505, 3.89745, -1.19196], [-7.46069, 2.60381, -0.91868], [-6.65922, 1.53483, -1.29981], [-5.44854, 1.76137, -1.92824], [-2.55542, 4.74217, -2.79190], [-2.93833, 5.79537, -1.97006], [-2.10578, 6.89549, -1.80973], [-0.88218, 6.95067, -2.45773], [-0.49120, 5.89833, -3.27585], [-1.32257, 4.80720, -3.44812], [-2.36294, 2.08098, -2.14629], [-1.46752, 1.01179, -2.34954], [-0.86236, 0.77509, -1.17590], [-1.40917, 1.62341, -0.33392], [-2.30150, 2.43330, -0.85920], [-0.90817, 0.13044, -3.83077], [0.35564, -1.49965, -3.46716], [-0.03892, 1.48463, -4.67952], [1.03539, 1.97041, -3.92292], [1.81875, 3.00133, -4.40961], [1.54527, 3.55646, -5.65440], [0.48373, 3.07613, -6.40731], [-0.30884, 2.04223, -5.92375], [-2.45189, -0.43267, -4.60696], [-2.72881, -0.40698, -5.96723], [-3.91080, -0.94658, -6.45089], [-4.82469, -1.52269, -5.58145], [-4.53999, -1.57929, -4.22425], [-3.35658, -1.04489, -3.74109], [-5.55710, 5.14267, -2.06559], [-7.66875, 4.73947, -0.91837], [-8.40591, 2.42772, -0.42096], [-6.97754, 0.51799, -1.10710], [-4.83514, 0.92119, -2.23252], [-3.85550, 5.75839, -1.40530], [-2.41140, 7.70060, -1.15314], [-0.22770, 7.80105, -2.31399], [0.46848, 5.91571, -3.77613], [-1.00968, 3.99473, -4.09541], [1.27358, 1.53551, -2.95234], [2.64420, 3.36127, -3.80786], [2.15749, 4.36609, -6.03460], [0.25624, 3.51375, -7.37171], [-1.15270, 1.71601, -6.51085], [-2.02749, 0.02634, -6.66482], [-4.12194, -0.90352, -7.51223], [-5.75334, -1.93152, -5.96025], [-5.23677, -2.04551, -3.53847], [-3.12741, -1.10626, -2.68314], [-0.54935, 4.17319, 1.12655], [-1.32960, 3.00595, 1.72781], [-1.04934, 2.87748, 3.22262], [-0.96400, 1.69124, 1.05402], [-0.82201, 5.10971, 1.62181], [-0.74534, 4.29036, 0.05944], [0.52389, 4.01518, 1.25691], [-2.39932, 3.18648, 1.57944], [0.00547, 2.65947, 3.40425], [-1.61679, 2.06207, 3.67395], [-1.30192, 3.80906, 3.73602], [-1.36325, 0.82988, 1.58998], [0.13365, 1.55186, 1.00829], [4.74728, -1.22592, 1.07605], [4.92426, -2.85754, 1.66070], [4.03878, -3.39490, 2.61509], [4.17795, -4.68792, 3.09233], [5.19897, -5.51552, 2.62960], [6.08643, -5.00334, 1.68728], [5.95665, -3.70591, 1.21814], [3.23307, -2.75712, 2.96927], [3.47949, -5.05203, 3.84003], [5.30489, -6.52867, 2.99983], [6.89484, -5.62482, 1.31387], [6.65297, -3.31787, 0.48363], [1.47183, -1.95946, -0.16254], [1.71121, -3.16907, -0.18770], [2.50681, -3.74620, -1.33399], [3.41498, -4.91958, -0.97485], [2.69329, -6.26569, -0.97271], [1.33457, -6.19874, -0.27297], [1.37051, -5.37423, 1.00938], [1.19643, -3.94688, 0.77792], [3.08148, -2.90190, -1.71252], [1.79462, -4.01959, -2.12125], [3.86633, -4.73487, 0.00152], [4.24802, -4.95109, -1.67989], [3.32611, -7.00271, -0.46903], [2.54823, -6.61682, -1.99980], [0.99409, -7.20968, -0.03397], [0.58195, -5.76576, -0.93749], [2.30085, -5.56043, 1.55589], [0.54651, -5.66791, 1.66024], [0.80504, -3.40131, 1.53779], [1.58055, 1.61444, 6.03452], [2.39381, 0.74756, 4.54400], [3.02709, 2.12743, 3.43236], [3.94423, -0.08046, 5.23474], [0.88209, -0.56616, 3.37967], [0.71536, -2.33433, 4.85277], [-0.02348, -3.82636, 3.92845], [2.23097, -3.04978, 5.75504], [-0.52991, -2.00209, 6.25494], [2.33233, 1.96144, 6.75318], [0.89376, 0.94024, 6.55075], [0.99944, 2.47963, 5.70230], [3.60604, 2.84902, 4.02238], [2.21866, 2.66055, 2.92797], [3.67201, 1.72132, 2.64994], [4.61671, 0.69477, 5.61948], [4.46504, -0.62495, 4.44245], [3.72313, -0.77253, 6.04823], [0.76875, -4.39021, 3.42601], [-0.75768, -3.50948, 3.18222], [-0.51844, -4.50949, 4.62707], [3.17276, -2.81709, 5.25980], [2.14315, -4.14031, 5.81608], [2.28742, -2.66015, 6.77556], [-1.47401, -1.64479, 5.83765], [-0.15143, -1.22212, 6.92086], [-0.72435, -2.90036, 6.85454]],
  "forces_ev_per_a": [[0.4, 0.4, 0.0], [-0.1, 0.2, 0.1], [0.4, -0.2, -0.2], [-0.2, 0.0, 0.1], [0.0, 0.0, -0.1], [-0.1, 0.0, 0.0], [0.1, 0.0, 0.0], [-0.1, 0.0, 0.0], [0.1, 0.1, 0.1], [0.0, 0.2, -0.1], [0.1, -0.1, 0.1], [0.0, 0.0, 0.0], [0.0, 0.0, 0.0], [0.0, 0.0, 0.0], [-0.1, 0.0, -0.1], [-0.2, 0.0, 0.1], [-0.1, 0.1, 0.0], [0.0, -0.4, 0.0], [0.0, 0.0, 0.1], [0.0, 0.1, 0.0], [0.1, 0.0, 0.0], [0.0, 0.0, 0.0], [0.0, -0.1, 0.0], [0.0, -0.1, 0.0], [0.0, 0.0, 0.0], [0.0, 0.0, 0.0], [0.0, 0.0, 0.0], [-0.1, 0.1, 0.0], [0.0, 0.1, 0.0], [0.1, -0.2, -0.1], [0.0, 0.0, 0.0], [0.0, 0.0, 0.0], [0.0, 0.0, 0.0], [-0.1, 0.1, 0.0], [0.0, 0.0, 0.0], [0.0, 0.0, 0.0], [0.0, 0.0, 0.0], [0.0, 0.0, 0.0], [0.0, 0.0, 0.0], [0.0, 0.0, 0.0], [0.0, 0.0, 0.0], [0.0, 0.0, 0.0], [0.0, 0.0, 0.0], [0.0, 0.0, 0.0], [0.0, 0.0, 0.0], [0.0, 0.0, 0.0], [0.0, 0.0, 0.0], [0.0, 0.0, 0.0], [0.0, 0.0, 0.0], [0.0, -0.1, 0.0], [0.0, 0.0, 0.0], [0.0, 0.0, 0.0], [0.0, 0.0, 0.0], [0.0, 0.0, 0.0], [0.0, 0.0, 0.0], [0.0, 0.0, -0.1], [0.0, 0.0, 0.0], [-0.1, 0.0, -0.1], [0.0, 0.0, 0.0], [0.0, 0.0, 0.0], [0.0, 0.0, 0.0], [0.0, 0.0, 0.0], [-0.1, 0.0, 0.0], [0.0, 0.0, 0.0], [0.0, 0.0, 0.0], [0.0, 0.0, 0.0], [0.0, 0.0, 0.0], [0.0, 0.1, -0.2], [-0.1, 0.0, 0.1], [-0.1, 0.0, 0.0], [0.0, 0.0, 0.0], [0.0, 0.0, 0.0], [0.0, 0.0, 0.0], [0.0, 0.1, 0.0], [0.0, 0.0, 0.0], [0.0, 0.0, 0.0], [0.0, 0.0, 0.0], [0.0, 0.0, 0.0], [0.0, 0.0, 0.0], [0.0, -0.1, 0.0], [-0.2, 0.0, 0.0], [0.1, 0.0, 0.0], [0.0, 0.0, 0.0], [0.0, 0.0, 0.0], [0.0, 0.0, 0.0], [0.0, 0.0, -0.1], [0.1, 0.0, 0.1], [0.0, 0.0, 0.0], [0.0, 0.0, 0.0], [0.0, 0.0, 0.0], [0.0, 0.0, 0.0], [0.0, 0.0, 0.0], [0.0, 0.0, 0.0], [0.0, 0.0, 0.0], [0.0, 0.0, 0.0], [0.0, 0.0, 0.0], [0.0, 0.0, 0.0], [0.0, 0.0, 0.0], [0.0, 0.0, 0.0], [-0.1, 0.0, 0.0], [0.0, 0.0, 0.0], [0.0, 0.0, 0.0], [0.2, -0.2, 0.0], [-0.2, 0.2, 0.1], [0.0, 0.0, 0.0], [0.0, 0.0, 0.0], [0.0, -0.1, 0.0], [0.0, 0.0, 0.0], [0.0, 0.0, 0.0], [0.0, 0.0, 0.0], [0.0, 0.0, 0.0], [0.0, 0.0, 0.0], [0.0, 0.0, 0.0], [0.0, 0.0, 0.0], [0.0, 0.0, 0.0], [0.0, 0.0, 0.0], [0.0, 0.0, 0.1], [0.0, 0.0, 0.0], [0.0, 0.0, 0.0], [0.0, 0.0, 0.0], [0.0, 0.0, 0.1], [0.0, 0.0, 0.0], [0.0, 0.0, 0.0], [0.0, 0.0, 0.0], [0.0, 0.0, 0.0]],
  "lowdin_charge": [0.2024, 0.3341, 0.5517, -0.3407, -0.0857, -0.0899, -0.0933, -0.0761, -0.0854, -0.3302, -0.0838, -0.0916, -0.0883, -0.0664, -0.0883, -0.3806, -0.3864, 0.1361, -0.1604, 0.1250, 0.5048, 0.3059, -0.3502, -0.1060, -0.0867, -0.1088, -0.0991, -0.1280, -0.3880, -0.1367, -0.0970, -0.0957, -0.0864, -0.1156, 0.0889, 0.0983, 0.0966, 0.1027, 0.0927, 0.0805, 0.0984, 0.0980, 0.1001, 0.0739, 0.0708, 0.0983, 0.0943, 0.0971, 0.0529, 0.0877, 0.0992, 0.0948, 0.1001, 0.1092, -0.0771, -0.4218, -0.0952, -0.1659, 0.0704, 0.0539, 0.0717, 0.1185, 0.0398, 0.0695, 0.0725, 0.0946, 0.0130, 0.3555, -0.7514, -0.1522, -0.1378, -0.1435, -0.1412, -0.1661, 0.0527, 0.0864, 0.0771, 0.0845, 0.0839, -0.2220, -0.4690, -0.0982, -0.1788, -0.2055, -0.1842, -0.1796, 0.1201, 0.1189, 0.1043, 0.0863, 0.1149, 0.1052, 0.1030, 0.1027, 0.1130, 0.1010, 0.1080, 0.1000, -0.2466, 0.1062, -0.2624, -0.2336, 0.6288, 0.1042, -0.2623, -0.2395, -0.2709, 0.0101, -0.0083, 0.0035, 0.0192, -0.0108, -0.0076, 0.0180, 0.0144, -0.0025, -0.0116, 0.0186, 0.0190, -0.0084, 0.0136, 0.0156, 0.0074, -0.0032, 0.0081]
}

No. 2
{
  "formula": "C4H10N2O",
  "method": "ωB97M-V with the def2-TZVPD basis set",
  "largest_force_ev_per_a": 1.5,
  "smiles": "NCNCCC=O",
  "e_homo_ev": -8.954,
  "e_above_lowest_kcal_mol": 42.7,
  "charge": 0,
  "energy_ha": -343.13341,
  "homo_lumo_gap_ev": 10.00,
  "symbols": ["N", "C", "N", "C", "C", "C", "O", "H", "H", "H", "H", "H", "H", "H", "H", "H", "H"],
  "coordinates": [[-2.65352, -0.20111, -0.23222], [-1.54391, -0.91689, 0.42507], [-0.23116, -0.59235, -0.06144], [0.26977, 0.68331, 0.36957], [1.80592, 0.74453, 0.26017], [2.45368, 0.16704, -0.95725], [1.87462, -0.13635, -1.96602], [-3.03629, -0.73100, -0.97533], [-3.35811, 0.04533, 0.44487], [-1.66634, -1.99825, 0.30491], [-1.60800, -0.70178, 1.49160], [-0.17528, -0.64525, -1.07007], [-0.15335, 1.57513, -0.09814], [0.08207, 0.73168, 1.44378], [2.12885, 1.77235, 0.41415], [2.26339, 0.19483, 1.09730], [3.54766, 0.00877, -0.89095]],
  "forces_ev_per_a": [[0.9, 0.6, 0.9], [-0.5, -0.3, -0.5], [-0.1, 0.0, 0.0], [1.0, 0.1, 0.4], [-0.1, -0.4, 0.6], [-0.1, 0.2, -0.2], [-0.1, 0.0, -0.3], [-0.6, -0.4, -0.6], [-0.3, 0.0, -0.2], [0.0, 0.0, 0.0], [0.2, 0.0, 0.0], [0.0, -0.2, 0.0], [-0.3, -0.1, -0.2], [-0.2, 0.3, 0.0], [0.3, 0.2, -0.2], [-0.1, 0.0, -0.1], [0.0, 0.1, 0.1]],
  "lowdin_charge": [0.0174, -0.3127, -0.0728, -0.2431, -0.1533, -0.2681, 0.0481, 0.0422, 0.0542, 0.1059, 0.1088, 0.0984, 0.1141, 0.1106, 0.1150, 0.1171, 0.1182]
}

No. 3
{
  "formula": "C5H8O",
  "method": "ωB97M-V with the def2-TZVPD basis set",
  "largest_force_ev_per_a": 0.4,
  "e_homo_ev": -8.572,
  "e_above_lowest_kcal_mol": 78.1,
  "charge": 0,
  "energy_ha": -270.43349,
  "homo_lumo_gap_ev": 9.54,
  "symbols": ["C", "C", "C", "C", "C", "O", "H", "H", "H", "H", "H", "H", "H", "H"],
  "coordinates": [[0.53650, 1.24884, -1.16439], [-0.10636, 0.94774, 0.18633], [-1.29779, -1.62962, 1.40978], [-0.43483, -1.62628, 0.13268], [0.25499, -0.40939, 0.75270], [-0.55901, -0.65723, 1.94192], [0.33697, 0.45037, -1.88862], [0.12491, 2.17560, -1.57559], [1.62177, 1.37158, -1.08431], [0.16572, 1.71344, 0.92246], [-1.19837, 0.97138, 0.09332], [-0.93441, -1.51249, -0.83358], [0.16796, -2.54096, 0.11841], [1.32197, -0.50297, 0.98890]],
  "forces_ev_per_a": [[0.0, 0.0, -0.1], [0.0, 0.0, 0.0], [0.4, 0.1, -0.1], [-0.1, -0.1, 0.0], [0.1, 0.1, -0.1], [-0.3, -0.2, 0.1], [0.0, 0.1, 0.1], [0.1, -0.1, 0.1], [-0.1, -0.1, 0.0], [0.0, -0.1, -0.1], [0.1, 0.0, 0.0], [0.0, 0.0, 0.2], [0.0, 0.1, 0.0], [-0.2, 0.0, 0.0]],
  "lowdin_charge": [-0.0957, -0.2143, 0.0145, -0.1443, -0.3255, -0.0684, 0.0725, 0.0748, 0.0760, 0.1202, 0.1221, 0.1069, 0.1100, 0.1511]
}

No. 4
{
  "formula": "C3H3ClOS",
  "method": "ωB97M-V with the def2-TZVPD basis set",
  "largest_force_ev_per_a": 1.6,
  "smiles": "S=CO/C=C/Cl",
  "e_homo_ev": -9.287,
  "e_above_lowest_kcal_mol": 21.7,
  "charge": 0,
  "energy_ha": -1049.67983,
  "homo_lumo_gap_ev": 9.23,
  "symbols": ["S", "C", "O", "C", "C", "Cl", "H", "H", "H"],
  "coordinates": [[-1.99688, -0.80381, 1.65370], [-0.50918, -1.30122, 1.18752], [0.33901, -0.76210, 0.33189], [-0.01139, 0.44935, -0.24976], [0.83237, 0.90913, -1.12959], [0.64955, 2.40615, -1.94565], [-0.13899, -2.27401, 1.48328], [-0.91121, 0.96697, 0.07862], [1.74674, 0.40956, -1.41002]],
  "forces_ev_per_a": [[0.9, -0.1, -0.2], [-1.4, -0.6, 0.2], [-0.3, 0.6, 0.0], [-0.3, 0.1, 0.5], [1.0, 0.4, -0.9], [-0.3, 0.2, 0.0], [0.3, 0.0, 0.2], [0.2, -0.4, 0.0], [-0.1, -0.2, 0.1]],
  "lowdin_charge": [0.6890, -0.6931, -0.0865, -0.2274, -0.5479, 0.6320, 0.0705, 0.0846, 0.0788]
}

No. 5
{
  "formula": "C12H6Br2Cl3I2NO3Re",
  "method": "ωB97M-V with the def2-TZVPD basis set",
  "largest_force_ev_per_a": 1.3,
  "e_homo_ev": [-14.336, -14.354],
  "charge": 2,
  "energy_ha": -7942.98768,
  "homo_lumo_gap_ev": [5.16, 5.10],
  "spin_multiplicity": 2,
  "symbols": ["Re", "Br", "C", "Br", "H", "H", "I", "C", "C", "C", "I", "C", "C", "C", "C", "N", "C", "C", "O", "H", "H", "H", "H", "Cl", "C", "Cl", "Cl", "C", "O", "O"],
  "coordinates": [[0.02827, -0.02675, 0.17783], [-0.15558, -2.58483, 0.41682], [1.52386, -2.62195, 1.39577], [2.29197, -0.84240, 1.10374], [2.18002, -3.38664, 0.99616], [1.31313, -2.73621, 2.45299], [-4.35758, 0.54075, -2.42794], [-2.92129, 1.90979, -1.98430], [-3.05778, 3.25684, -2.37641], [-2.10157, 4.19932, -2.07926], [-2.39850, 6.12600, -2.68831], [-0.91839, 3.81972, -1.34737], [0.13438, 4.66005, -0.99442], [1.21927, 4.15280, -0.28548], [1.24512, 2.82291, 0.06516], [0.24160, 1.97937, -0.25922], [-0.81885, 2.47851, -0.95645], [-1.79097, 1.53254, -1.26981], [-1.54034, 0.28286, -0.84803], [-3.94328, 3.55064, -2.92204], [0.10836, 5.70649, -1.27180], [2.04294, 4.79125, -0.00203], [2.06746, 2.40853, 0.63192], [-2.04602, -0.83677, 4.17921], [-1.72215, 0.87520, 3.85090], [-0.21769, 1.38696, 4.64072], [-3.05699, 1.85925, 4.37232], [-1.49465, 1.03597, 2.34818], [-2.07248, 1.77481, 1.63146], [-0.47267, 0.18645, 1.91168]],
  "forces_ev_per_a": [[0.3, 0.6, -0.7], [-0.1, -0.4, 0.0], [0.0, 0.0, -0.1], [0.2, -0.1, -0.3], [0.0, 0.0, 0.0], [0.0, 0.0, 0.0], [-0.3, -0.3, -0.1], [0.5, -0.2, 0.3], [0.1, 0.1, 0.1], [0.1, -0.4, 0.1], [0.0, 0.4, -0.1], [-0.3, 0.1, -0.2], [0.3, 0.0, 0.1], [-0.1, 0.3, -0.1], [-0.2, -0.3, 0.0], [0.5, 0.1, 0.1], [0.1, -0.1, 0.0], [-0.5, 0.5, -0.6], [0.5, -0.5, 0.4], [0.0, 0.0, 0.0], [0.0, 0.0, 0.0], [0.0, 0.0, 0.0], [0.0, 0.0, 0.0], [0.0, 0.0, 0.0], [0.1, -0.2, 0.3], [0.0, 0.0, -0.1], [0.0, 0.0, 0.0], [0.0, 0.3, 0.4], [0.1, -0.2, -0.2], [-1.1, 0.3, 0.6]],
  "lowdin_charge": [1.2116, 0.8367, -0.7977, 0.8123, 0.0416, 0.0438, 1.1339, -0.6435, -0.1829, -0.6524, 1.1262, -0.1749, 0.0385, 0.0114, -0.0575, -0.0611, -0.1742, -0.3919, -0.2334, 0.0955, 0.0922, 0.1328, 0.1189, 0.6688, -1.5346, 0.6739, 0.7222, -0.6497, 0.1569, -0.3635]
}

No. 6
{
  "formula": "C4H8O2",
  "method": "ωB97M-V with the def2-TZVPD basis set",
  "largest_force_ev_per_a": 0.3,
  "smiles": "CO[C@@H]1O[C@H]1C",
  "e_homo_ev": -10.403,
  "e_above_lowest_kcal_mol": 52.5,
  "charge": 0,
  "energy_ha": -307.62881,
  "homo_lumo_gap_ev": 11.40,
  "symbols": ["C", "O", "C", "O", "C", "C", "H", "H", "H", "H", "H", "H", "H", "H"],
  "coordinates": [[-2.00495, 0.49021, 0.59704], [-1.54417, -0.84451, 0.49634], [-0.27462, -1.00437, -0.01104], [0.77876, -1.31112, 0.87325], [0.80699, -0.04640, 0.20799], [1.88364, 0.20918, -0.81044], [-1.79749, 1.06141, -0.31880], [-3.08538, 0.43915, 0.74387], [-1.56089, 1.01743, 1.45187], [-0.27335, -1.62939, -0.90653], [0.60296, 0.77807, 0.89226], [2.84782, 0.37668, -0.32118], [1.63732, 1.10120, -1.39868], [1.98337, -0.63754, -1.49596]],
  "forces_ev_per_a": [[-0.1, 0.3, 0.1], [0.1, -0.1, 0.0], [0.0, 0.0, -0.3], [0.0, -0.1, 0.2], [0.1, 0.3, -0.1], [0.0, -0.1, 0.0], [0.0, -0.1, 0.1], [0.1, 0.0, 0.0], [-0.1, -0.1, -0.1], [0.0, 0.1, 0.1], [0.0, -0.1, -0.1], [-0.1, 0.0, -0.1], [0.0, -0.1, 0.1], [0.0, 0.1, 0.1]],
  "lowdin_charge": [-0.0917, -0.0894, -0.3448, 0.0350, -0.3008, -0.0344, 0.0980, 0.0903, 0.0882, 0.1639, 0.1369, 0.0814, 0.0831, 0.0844]
}